No. 1
12
Properties=species:S:1:pos:R:3:forces:R:3:lowdin_spin:R:1 method="wB97M-V/def2-TZVPD" homo_lumo_gap_ev="2.74 / 9.71" max_force_ha_per_bohr=0.1798 spin_multiplicity=2 total_charge=+1 s2=0.75
K 2.01771 0.64390 -2.67974 -0.0350 0.1551 -0.2582 0.3905
K 3.38357 -0.14357 0.88247 0.0806 -0.0288 0.1406 0.4252
K -3.62411 1.65902 2.60740 0.3896 -0.1802 -0.3132 0.0177
N 0.76213 -0.01951 -0.28863 1.1892 -5.8674 -0.1753 0.0284
S -0.07810 -1.49817 -0.18496 2.1075 -2.8567 3.6307 0.0348
O -1.36795 -1.50706 -0.76946 0.1305 0.2586 -0.3777 0.0058
O 0.12968 -2.02308 1.18160 -0.3921 1.1527 -3.2123 0.0063
F 0.82474 -2.42864 -1.10762 -0.2473 1.0791 0.3092 0.0160
S -0.37664 0.89811 -0.04784 -3.5723 8.2822 2.0294 0.0445
O -1.34893 0.76415 1.04813 0.7680 -0.9098 -1.3252 0.0090
O -0.80107 1.53372 -1.25680 -0.6833 -0.4900 -0.2500 0.0091
F 0.47892 2.12118 0.61548 0.2644 -0.5948 -0.1980 0.0128

=====

No. 2
41
Properties=species:S:1:pos:R:3:forces:R:3:lowdin_charge:R:1 method="wB97M-V/def2-TZVPD" homo_lumo_gap_ev="5.63 / 4.51" max_force_ha_per_bohr=0.1095 relative_energy_kcal_mol=0.00
Y -0.01230 0.20547 0.35715 -1.1344 0.1157 -4.6498 1.3397
C 3.98940 0.47357 -0.39875 0.3690 -0.1526 -0.0083 0.0135
C 2.56870 0.00947 -0.59885 0.8718 1.6646 -1.1282 -0.2578
N 1.65370 0.80637 -1.04665 -0.9036 -1.9331 -0.3852 -0.0465
O 1.80390 2.08797 -1.32325 2.0585 0.6613 0.8009 0.0940
B 0.73200 2.82757 -2.00905 0.4183 0.8615 -3.4715 -0.9555
F 0.53330 2.25157 -3.33155 0.1567 0.5227 1.8913 0.0767
F 1.14510 4.21247 -2.16615 -0.7839 -2.5554 0.9213 0.0918
O -0.54490 2.79317 -1.27755 -1.6429 1.4864 0.7705 0.0836
N -1.11920 1.63937 -0.99425 0.3255 -1.6604 -0.2167 -0.0621
C -2.30500 1.47627 -0.50285 0.0672 1.6082 -0.3425 -0.2403
C -3.21580 2.65277 -0.25635 -0.4423 0.1483 -0.0097 0.0001
C -2.71940 0.06767 -0.15325 -0.8871 -1.3586 0.2331 -0.2461
N -1.85960 -0.87213 -0.37065 1.0205 0.8433 -1.0937 -0.0536
O -2.00770 -2.14333 -0.04815 -2.0760 0.4070 0.9417 0.1060
B -1.03600 -3.14433 -0.51795 -0.7258 -2.3520 -2.5285 -0.9484
F -1.42000 -4.44823 -0.00215 0.8085 2.7031 -0.4300 0.0950
F -1.07540 -3.19273 -1.97265 0.1391 0.3561 1.9137 0.0780
O 0.34100 -2.85033 -0.08815 1.6299 -1.1045 1.2204 0.0992
N 0.90990 -1.70653 -0.41815 -0.1211 1.7058 -1.2571 -0.0384
C 2.15300 -1.39383 -0.24755 -0.1200 -2.0442 -0.2052 -0.2581
C 3.14360 -2.38133 0.31505 0.4109 -0.1329 -0.0609 0.0140
C -4.05730 -0.26053 0.46115 -0.4516 0.3746 0.0182 0.0109
H 4.12670 1.53367 -0.69665 -0.3533 -0.7272 0.1447 0.1003
H 4.67040 -0.14833 -1.01685 -0.2892 0.3087 0.4706 0.1034
H 4.27030 0.37187 0.66965 -0.0748 -0.0463 -0.5831 0.0998
H -2.75030 3.61277 -0.56125 -0.0900 -0.8022 0.1291 0.0978
H -3.46350 2.71577 0.82355 -0.0284 -0.0599 -0.6084 0.1018
H -4.15010 2.52577 -0.84265 0.4274 0.0889 0.4710 0.1054
H 2.67620 -3.36483 0.52855 0.0891 0.7785 -0.2239 0.1038
H 3.57230 -1.98653 1.25925 -0.1487 -0.1811 -0.5731 0.1007
H 3.96190 -2.54153 -0.41795 -0.3550 0.1239 0.4962 0.1038
H -4.69180 0.63637 0.59795 0.4118 -0.5113 -0.1003 0.0797
H -3.90610 -0.73493 1.45305 -0.0485 0.1277 -0.6161 0.1060
H -4.60060 -0.96823 -0.20015 0.3881 0.3000 0.4743 0.1118
O 0.89760 -1.90453 3.05435 0.0232 0.5533 0.3660 -0.0925
S 0.54970 -0.52133 2.65545 0.6278 -0.9391 4.4087 0.4683
O 0.59040 0.35937 3.84555 0.2277 -0.9684 -0.3256 -0.1373
O -0.99780 -0.58403 2.23425 5.2205 1.0094 -0.3471 -0.3214
O 1.76830 -0.03323 1.73195 -4.9093 -0.5711 2.6962 -0.3550
H -0.12480 1.92167 1.47235 -0.1057 1.3513 0.7971 0.2279

=====

No. 3
8
Properties=species:S:1:pos:R:3:forces:R:3:lowdin_charge:R:1 method="wB97M-V/def2-TZVPD" homo_lumo_gap_ev="9.14 / 9.12" max_force_ha_per_bohr=0.0474 total_charge=+1 relative_energy_kcal_mol=140.17
C 0.67238 -1.03087 -0.94902 -0.0261 0.3375 0.1402 -0.0329
N 1.42643 -1.50350 -1.68249 -0.0685 -0.0619 0.1260 0.1182
N -1.27748 -0.31700 0.75769 -0.8003 -1.9590 -0.2427 0.2121
N -0.82183 0.94102 0.98688 0.8723 2.2564 0.2859 0.0399
H 2.09293 -1.95530 -2.27474 0.0470 -0.0669 -0.1262 0.0990
H 0.21079 0.93336 1.15601 -0.4041 0.0383 -0.1220 0.1738
H -1.28382 1.36053 1.82985 0.2023 -0.3007 -0.3836 0.2001
H -1.01940 1.57175 0.17582 0.1774 -0.2437 0.3224 0.1898

=====

No. 4
11
Properties=species:S:1:pos:R:3:forces:R:3:lowdin_charge:R:1 method="wB97M-V/def2-TZVPD" homo_lumo_gap_ev=9.51 max_force_ha_per_bohr=0.0942 smiles="C=C1CN=CS1" relative_energy_kcal_mol=41.11
C -0.32942 -0.87699 -2.18664 -2.0789 2.4677 -0.3180 -0.5267
C -0.29562 0.52285 -0.03656 -1.1054 -0.8502 -4.6390 -0.4504
C -0.72261 1.12225 1.01580 -0.8703 -0.1176 2.8277 -0.0606
C 0.73181 -0.61119 -0.21651 -1.0600 1.4627 1.8841 -0.2496
N 0.50288 -1.28968 -1.40374 3.1077 -2.3919 -0.1668 -0.0513
S -1.33115 0.51033 -1.73604 1.3611 0.4910 2.0468 0.8537
H -0.44670 -1.18829 -3.17255 -0.3078 -1.0889 -1.5109 0.0499
H -1.67988 1.66401 1.12628 0.9716 -0.1352 -0.2229 0.0766
H -0.24125 0.70042 1.92961 -0.3206 1.0594 -0.3308 0.0859
H 1.79372 -0.25063 -0.13363 -1.0278 -0.6477 0.2023 0.1436
H 0.33102 -1.25305 0.58281 1.3303 -0.2494 0.2276 0.1288